(1)
Entry from OMol25: a cluster of 2 separate species, C5H15NO in total (ωB97M-V with the def2-TZVPD basis set).

Values from the calculation:
ΔE to the lowest compared entry with this formula, charge and spin ... 13.08 kcal/mol
Gap between HOMO and LUMO ... 10.5810 eV
Charge ... 0
E_LUMO ... 0.99 eV
SMILES ... CCCN.CCO

Cartesian coordinates (Å):
C (-2.526, -0.631, 0.639)
C (-1.702, 0.647, 0.718)
C (-0.484, 0.486, 1.603)
N (0.455, 1.615, 1.399)
H (-1.942, -1.425, 0.167)
H (-2.851, -0.986, 1.619)
H (-3.422, -0.499, 0.032)
H (-1.380, 0.936, -0.284)
H (-2.334, 1.464, 1.078)
H (-0.789, 0.398, 2.655)
H (0.046, -0.444, 1.385)
H (-0.066, 2.472, 1.566)
H (1.192, 1.571, 2.099)
C (2.171, -1.101, -2.435)
C (1.533, -0.648, -1.125)
O (1.184, 0.711, -1.240)
H (2.422, -2.159, -2.404)
H (3.059, -0.496, -2.624)
H (1.471, -0.908, -3.249)
H (0.635, -1.260, -0.957)
H (2.229, -0.830, -0.301)
H (1.100, 1.086, -0.344)

(2)
Entry from OMol25: a structure of composition C61H51IKN3O2P2 (ωB97M-V with the def2-TZVPD basis set).

Values from the calculation:
ΔE to the lowest compared entry with this formula, charge and spin ... 33.96 kcal/mol
Gap between HOMO and LUMO ... 5.9689 eV
Charge ... -2
E_LUMO ... 3.72 eV

Cartesian coordinates (Å):
K (-0.240, -0.352, -0.239)
I (3.788, 0.381, -1.333)
C (4.624, 2.331, -1.173)
C (6.004, 2.340, -1.078)
C (6.725, 3.528, -1.056)
C (6.049, 4.717, -1.148)
C (4.642, 4.745, -1.220)
C (4.006, 5.999, -1.288)
C (2.635, 6.086, -1.301)
C (1.887, 4.923, -1.250)
C (2.453, 3.654, -1.217)
P (1.145, 2.331, -1.069)
C (0.306, 3.101, 0.352)
C (1.107, 3.591, 1.383)
C (0.537, 4.128, 2.518)
C (-0.842, 4.161, 2.649)
C (-1.640, 3.605, 1.663)
C (-1.073, 3.066, 0.522)
C (0.266, 2.918, -2.576)
C (-0.785, 3.823, -2.664)
C (-1.201, 4.297, -3.895)
C (-0.588, 3.868, -5.060)
C (0.413, 2.914, -4.987)
C (0.834, 2.447, -3.758)
C (3.870, 3.530, -1.211)
H (6.538, 1.403, -1.026)
H (7.804, 3.505, -0.984)
H (6.578, 5.660, -1.155)
H (4.614, 6.894, -1.317)
H (2.137, 7.048, -1.332)
H (0.810, 5.007, -1.216)
H (2.187, 3.542, 1.302)
H (1.176, 4.511, 3.306)
H (-1.288, 4.585, 3.540)
H (-2.712, 3.569, 1.792)
H (-1.696, 2.594, -0.224)
H (-1.282, 4.170, -1.771)
H (-2.005, 5.021, -3.949)
H (-0.900, 4.264, -6.019)
H (0.875, 2.542, -5.893)
H (1.627, 1.709, -3.701)
O (-1.951, 0.663, 2.794)
C (-0.756, 0.539, 2.976)
N (-0.212, 0.450, 4.264)
C (1.165, 0.022, 4.177)
C (1.384, 0.215, 2.613)
O (2.479, 0.113, 2.096)
N (0.226, 0.500, 2.051)
C (2.120, 0.913, 4.899)
C (1.682, 2.019, 5.619)
C (2.586, 2.825, 6.284)
C (3.942, 2.548, 6.229)
C (4.386, 1.463, 5.490)
C (3.487, 0.648, 4.830)
C (1.254, -1.426, 4.595)
C (1.678, -1.761, 5.879)
C (1.601, -3.067, 6.330)
C (1.094, -4.058, 5.507)
C (0.685, -3.733, 4.224)
C (0.763, -2.430, 3.767)
H (-0.804, 0.077, 4.991)
H (0.623, 2.231, 5.649)
H (2.231, 3.672, 6.855)
H (4.648, 3.177, 6.754)
H (5.446, 1.251, 5.436)
H (3.828, -0.190, 4.241)
H (2.068, -0.990, 6.530)
H (1.927, -3.306, 7.335)
H (1.023, -5.077, 5.865)
H (0.295, -4.495, 3.568)
H (0.447, -2.198, 2.760)
N (-1.965, 0.730, -1.773)
P (-2.764, -0.466, -2.200)
C (-3.709, -1.520, -0.992)
C (-4.563, -2.570, -1.317)
C (-5.137, -3.337, -0.321)
C (-4.872, -3.062, 1.012)
C (-4.062, -1.990, 1.344)
C (-3.498, -1.220, 0.344)
C (-4.218, -0.207, -3.346)
C (-5.021, 0.876, -3.004)
C (-6.161, 1.179, -3.725)
C (-6.507, 0.405, -4.823)
C (-5.699, -0.658, -5.192)
C (-4.563, -0.962, -4.462)
C (-1.912, -1.806, -3.148)
C (-1.074, -1.276, -4.124)
C (-0.315, -2.094, -4.936)
C (-0.366, -3.467, -4.753)
C (-1.164, -4.001, -3.758)
C (-1.928, -3.181, -2.949)
H (-4.777, -2.792, -2.354)
H (-5.788, -4.165, -0.580)
H (-5.311, -3.681, 1.786)
H (-3.861, -1.750, 2.378)
H (-2.885, -0.363, 0.590)
H (-4.714, 1.472, -2.153)
H (-6.791, 2.013, -3.437)
H (-7.401, 0.631, -5.393)
H (-5.964, -1.259, -6.055)
H (-3.941, -1.799, -4.753)
H (-1.041, -0.197, -4.220)
H (0.316, -1.669, -5.708)
H (0.229, -4.125, -5.372)
H (-1.186, -5.074, -3.613)
H (-2.527, -3.612, -2.161)
C (1.019, -6.130, 1.026)
C (0.385, -5.642, -0.283)
C (1.353, -5.934, -1.439)
C (-0.938, -6.394, -0.499)
C (0.131, -4.191, -0.216)
C (-0.038, -2.994, -0.166)
H (1.317, -7.180, 0.941)
H (0.306, -6.026, 1.842)
H (1.899, -5.534, 1.262)
H (1.521, -7.013, -1.534)
H (2.304, -5.440, -1.245)
H (0.959, -5.542, -2.376)
H (-0.781, -7.474, -0.470)
H (-1.370, -6.142, -1.465)
H (-1.656, -6.120, 0.275)

(3)
Entry from OMol25: a structure of composition C2H4BrI (ωB97M-V with the def2-TZVPD basis set).

Values from the calculation:
ΔE to the lowest compared entry with this formula, charge and spin ... 97.88 kcal/mol
Gap between HOMO and LUMO (spin up / spin down) ... 8.2051 / 8.5468 eV
Charge ... 0
E_LUMO (spin up / spin down) ... -0.03 / -0.55 eV

Cartesian coordinates (Å):
C (1.468, -0.490, 0.517)
C (-1.060, 0.415, -0.500)
Br (-1.352, 2.140, 0.095)
I (-2.249, -1.154, -0.021)
H (1.512, -0.476, -0.558)
H (1.434, 0.460, 0.971)
H (0.770, -1.234, 0.905)
H (-0.522, 0.339, -1.408)

(4)
Entry from OMol25: a cluster of 2 separate species, C6H11N3O2 in total (ωB97M-V with the def2-TZVPD basis set).

Values from the calculation:
ΔE to the lowest compared entry with this formula, charge and spin ... 66.90 kcal/mol
Gap between HOMO and LUMO ... 8.4907 eV
Charge ... 0
E_LUMO ... 0.51 eV
SMILES ... Cn1ccn(C)c1=O.CN=O

Cartesian coordinates (Å):
C (1.311, 2.106, -0.843)
N (1.211, 0.846, -0.079)
C (1.616, 0.525, 1.199)
C (1.364, -0.863, 1.302)
N (0.638, -1.276, 0.241)
C (0.216, -2.535, -0.129)
C (0.525, -0.203, -0.682)
O (-0.021, -0.177, -1.765)
H (0.614, 2.016, -1.675)
H (1.164, 2.907, -0.226)
H (2.282, 2.193, -1.222)
H (2.136, 1.223, 1.826)
H (1.320, -1.366, 2.269)
H (0.656, -3.228, 0.564)
H (-0.885, -2.628, -0.066)
H (0.246, -2.673, -1.209)
C (-2.016, 0.534, -0.019)
N (-3.301, 0.854, 0.280)
O (-4.164, -0.013, 0.332)
H (-1.437, 1.065, 0.695)
H (-1.738, 1.118, -0.892)
H (-1.737, -0.424, 0.100)